[1]
Entry from the OMol25 dataset: a structure of composition C30H33N3O5OsPS2 (the ωB97M-V functional and the def2-TZVPD basis).

Calculated values
Total charge   +3
LUMO level (spin up / spin down)   -12.2 / -11.7 eV
HOMO level (spin up / spin down)   -16.950 / -16.952 eV
Orbital gap (spin up / spin down)   4.77 / 5.21 eV

XYZ file:
```
75
C30H33N3O5OsPS2 | the OMol25 dataset | the ωB97M-V functional and the def2-TZVPD basis
Os 0.665 -1.292 0.026
C -2.089 -2.624 0.847
O -0.627 -2.693 0.874
C -0.103 -4.046 0.574
C 0.477 -4.116 -0.830
O 1.482 -3.075 -0.865
C 2.252 -2.721 -2.042
C 3.104 -1.549 -1.589
O 2.284 -0.464 -1.005
C 2.228 0.716 -1.876
H -2.469 -3.333 1.579
H -2.423 -2.875 -0.161
H -2.364 -1.607 1.106
H -0.921 -4.751 0.707
H 0.664 -4.228 1.325
H -0.271 -3.936 -1.606
H 0.947 -5.087 -0.991
H 1.578 -2.469 -2.864
H 2.884 -3.562 -2.329
H 3.669 -1.120 -2.414
H 3.798 -1.845 -0.805
H 3.245 1.079 -2.004
H 1.603 1.452 -1.387
H 1.794 0.407 -2.829
N 0.646 -0.097 2.833
P 0.020 0.549 1.368
C 0.900 2.106 1.194
C 0.295 3.335 1.464
C 1.054 4.497 1.441
C 2.413 4.441 1.175
C 3.029 3.215 0.945
C 2.278 2.054 0.954
C -1.698 0.820 1.832
C -2.240 0.092 2.900
C -3.550 0.303 3.295
C -4.333 1.247 2.643
C -3.802 1.978 1.589
C -2.493 1.770 1.184
C 1.682 -0.977 2.830
C 2.457 -1.184 3.979
C 3.463 -2.111 3.954
C 3.696 -2.849 2.779
C 2.912 -2.610 1.696
N 1.909 -1.671 1.683
H 0.525 0.447 3.679
H -0.756 3.403 1.702
H 0.577 5.447 1.641
H 3.000 5.349 1.162
H 4.095 3.169 0.766
H 2.780 1.103 0.798
H -1.650 -0.646 3.427
H -3.957 -0.260 4.124
H -5.350 1.421 2.966
H -4.398 2.729 1.088
H -2.096 2.383 0.393
H 2.249 -0.602 4.866
H 4.075 -2.275 4.832
H 4.478 -3.592 2.728
H 3.042 -3.170 0.785
O -2.079 3.758 -1.337
S -1.247 3.001 -2.208
O -0.003 3.492 -2.691
N -0.832 1.526 -1.392
C -1.286 0.554 -2.069
S -0.641 -1.084 -1.739
C -2.108 0.808 -3.260
C -2.748 -0.069 -4.119
C -3.459 0.471 -5.186
C -3.522 1.846 -5.385
C -2.876 2.734 -4.522
C -2.181 2.183 -3.472
H -2.707 -1.142 -3.977
H -3.971 -0.188 -5.874
H -4.080 2.236 -6.224
H -2.920 3.803 -4.680
```


[2]
Entry from the OMol25 dataset: a structure of composition C30H33N4O3Rh (the ωB97M-V functional and the def2-TZVPD basis).

Calculated values
Total charge   +2
LUMO level   -6.5 eV
HOMO level   -12.548 eV
Orbital gap   6.06 eV

XYZ file:
```
71
C30H33N4O3Rh | the OMol25 dataset | the ωB97M-V functional and the def2-TZVPD basis
Rh -1.022 -1.086 0.166
C -3.122 -0.786 -2.125
O -2.489 -0.113 -1.011
C -3.412 0.670 -0.223
C -2.636 1.281 0.909
O -1.965 0.176 1.516
C -1.146 0.423 2.666
C -0.682 -0.936 3.093
O 0.045 -1.513 1.983
C 0.526 -2.841 2.294
H -3.590 -0.042 -2.768
H -3.864 -1.495 -1.758
H -2.341 -1.312 -2.667
H -4.217 0.027 0.140
H -3.844 1.453 -0.850
H -3.301 1.757 1.633
H -1.908 2.014 0.556
H -1.735 0.900 3.451
H -0.311 1.075 2.392
H -1.528 -1.579 3.339
H -0.022 -0.862 3.960
H 1.196 -2.779 3.151
H 1.079 -3.208 1.434
H -0.312 -3.505 2.505
N 0.140 -2.216 -1.054
C -0.364 -3.327 -1.839
C 0.118 -3.488 -3.129
C -0.294 -4.576 -3.880
C -1.182 -5.485 -3.324
C -1.664 -5.299 -2.039
C -1.264 -4.211 -1.259
C -1.886 -3.980 0.072
C -2.338 -5.085 0.804
C -3.164 -4.939 1.902
C -3.598 -3.674 2.260
C -3.120 -2.563 1.573
C -2.196 -2.692 0.536
H 0.625 -1.561 -1.664
H 0.849 -2.568 -0.409
H 0.825 -2.777 -3.542
H 0.077 -4.711 -4.886
H -1.515 -6.336 -3.902
H -2.394 -5.992 -1.644
H -2.047 -6.078 0.487
H -3.503 -5.811 2.445
H -4.299 -3.547 3.075
H -3.467 -1.585 1.877
N 2.699 5.241 -0.859
C 3.785 6.042 -0.581
C 4.089 7.360 -0.919
C 5.282 7.850 -0.434
C 6.144 7.069 0.363
C 5.834 5.773 0.700
C 4.625 5.254 0.220
N 4.064 4.014 0.415
C 2.929 4.042 -0.237
C 2.045 2.890 -0.292
C 2.413 1.727 0.395
C 1.600 0.623 0.332
N 0.439 0.579 -0.355
C 0.095 1.696 -1.013
C 0.850 2.850 -1.013
H 1.914 5.497 -1.431
H 3.430 7.969 -1.522
H 5.569 8.865 -0.672
H 7.067 7.507 0.714
H 6.492 5.166 1.306
H 3.337 1.713 0.956
H 1.883 -0.283 0.855
H -0.821 1.644 -1.590
H 0.498 3.698 -1.583
```


Please write out number 1 again, unchanged.
Entry from the OMol25 dataset: a structure of composition C30H33N3O5OsPS2 (the ωB97M-V functional and the def2-TZVPD basis).

Calculated values
Total charge   +3
LUMO level (spin up / spin down)   -12.2 / -11.7 eV
HOMO level (spin up / spin down)   -16.950 / -16.952 eV
Orbital gap (spin up / spin down)   4.77 / 5.21 eV

XYZ file:
```
75
C30H33N3O5OsPS2 | the OMol25 dataset | the ωB97M-V functional and the def2-TZVPD basis
Os 0.665 -1.292 0.026
C -2.089 -2.624 0.847
O -0.627 -2.693 0.874
C -0.103 -4.046 0.574
C 0.477 -4.116 -0.830
O 1.482 -3.075 -0.865
C 2.252 -2.721 -2.042
C 3.104 -1.549 -1.589
O 2.284 -0.464 -1.005
C 2.228 0.716 -1.876
H -2.469 -3.333 1.579
H -2.423 -2.875 -0.161
H -2.364 -1.607 1.106
H -0.921 -4.751 0.707
H 0.664 -4.228 1.325
H -0.271 -3.936 -1.606
H 0.947 -5.087 -0.991
H 1.578 -2.469 -2.864
H 2.884 -3.562 -2.329
H 3.669 -1.120 -2.414
H 3.798 -1.845 -0.805
H 3.245 1.079 -2.004
H 1.603 1.452 -1.387
H 1.794 0.407 -2.829
N 0.646 -0.097 2.833
P 0.020 0.549 1.368
C 0.900 2.106 1.194
C 0.295 3.335 1.464
C 1.054 4.497 1.441
C 2.413 4.441 1.175
C 3.029 3.215 0.945
C 2.278 2.054 0.954
C -1.698 0.820 1.832
C -2.240 0.092 2.900
C -3.550 0.303 3.295
C -4.333 1.247 2.643
C -3.802 1.978 1.589
C -2.493 1.770 1.184
C 1.682 -0.977 2.830
C 2.457 -1.184 3.979
C 3.463 -2.111 3.954
C 3.696 -2.849 2.779
C 2.912 -2.610 1.696
N 1.909 -1.671 1.683
H 0.525 0.447 3.679
H -0.756 3.403 1.702
H 0.577 5.447 1.641
H 3.000 5.349 1.162
H 4.095 3.169 0.766
H 2.780 1.103 0.798
H -1.650 -0.646 3.427
H -3.957 -0.260 4.124
H -5.350 1.421 2.966
H -4.398 2.729 1.088
H -2.096 2.383 0.393
H 2.249 -0.602 4.866
H 4.075 -2.275 4.832
H 4.478 -3.592 2.728
H 3.042 -3.170 0.785
O -2.079 3.758 -1.337
S -1.247 3.001 -2.208
O -0.003 3.492 -2.691
N -0.832 1.526 -1.392
C -1.286 0.554 -2.069
S -0.641 -1.084 -1.739
C -2.108 0.808 -3.260
C -2.748 -0.069 -4.119
C -3.459 0.471 -5.186
C -3.522 1.846 -5.385
C -2.876 2.734 -4.522
C -2.181 2.183 -3.472
H -2.707 -1.142 -3.977
H -3.971 -0.188 -5.874
H -4.080 2.236 -6.224
H -2.920 3.803 -4.680
```


Which value of total charge does entry 1 give? +3